No. 1
{
  "formula": "C33H33N7O4SSeTeZr",
  "method": "ωB97M-V with the def2-TZVPD basis set",
  "charge": 0,
  "e_above_lowest_ev": 2.869,
  "homo_lumo_gap_ev": 5.7,
  "e_homo_ev": -7.65,
  "e_lumo_ev": -1.94,
  "elements": ["Zr", "C", "C", "C", "C", "C", "C", "N", "C", "C", "C", "C", "C", "C", "N", "N", "C", "C", "C", "C", "C", "N", "H", "H", "H", "H", "H", "H", "H", "H", "H", "H", "H", "H", "H", "N", "C", "C", "C", "N", "H", "H", "H", "H", "H", "H", "H", "H", "H", "H", "O", "S", "O", "O", "O", "Te", "C", "C", "C", "C", "C", "C", "C", "C", "C", "C", "C", "C", "H", "H", "H", "H", "H", "H", "H", "H", "H", "H", "Se", "C", "N"],
  "coordinates": [[-0.497, -0.783, 0.339], [-5.439, 0.100, 3.564], [-4.240, -0.217, 4.182], [-3.229, -0.842, 3.470], [-3.405, -1.154, 2.125], [-4.634, -0.885, 1.522], [-5.634, -0.246, 2.235], [-2.373, -1.809, 1.388], [-2.546, -3.078, 1.107], [-3.586, -3.907, 1.660], [-3.630, -5.232, 1.390], [-2.669, -5.855, 0.534], [-1.678, -5.122, -0.023], [-1.584, -3.722, 0.236], [-0.650, -2.924, -0.286], [0.187, -3.464, -1.124], [1.085, -2.622, -1.716], [1.806, -3.167, -2.794], [2.664, -2.369, -3.508], [2.784, -1.028, -3.144], [2.069, -0.578, -2.056], [1.269, -1.346, -1.308], [-6.217, 0.613, 4.114], [-4.086, 0.016, 5.228], [-2.311, -1.116, 3.966], [-4.768, -1.152, 0.485], [-6.578, -0.037, 1.748], [-4.303, -3.452, 2.328], [-4.397, -5.842, 1.848], [-2.740, -6.917, 0.348], [-0.935, -5.564, -0.669], [1.641, -4.206, -3.038], [3.221, -2.766, -4.346], [3.427, -0.354, -3.690], [2.122, 0.471, -1.792], [1.407, -2.440, 1.424], [2.428, -2.100, 2.429], [3.336, -0.978, 1.947], [2.670, 0.385, 2.029], [1.624, 0.530, 1.000], [0.743, -3.077, 1.857], [1.854, -2.961, 0.677], [3.037, -2.974, 2.677], [1.910, -1.783, 3.336], [3.639, -1.172, 0.911], [4.235, -0.967, 2.566], [3.422, 1.171, 1.902], [2.222, 0.511, 3.015], [2.107, 0.667, 0.119], [1.142, 1.400, 1.208], [-3.438, -0.413, -1.121], [-2.285, 0.432, -1.095], [-2.363, 1.665, -1.840], [-1.085, -0.392, -1.551], [-1.845, 0.717, 0.351], [-0.024, 2.331, -0.958], [1.927, 3.262, -0.538], [2.115, 3.905, 0.685], [3.362, 4.369, 1.079], [4.461, 4.202, 0.248], [4.292, 3.584, -0.983], [3.041, 3.122, -1.365], [-0.088, 3.464, -2.778], [0.555, 3.034, -3.931], [0.499, 3.799, -5.087], [-0.213, 4.989, -5.098], [-0.868, 5.414, -3.950], [-0.805, 4.654, -2.793], [1.261, 4.062, 1.338], [3.479, 4.866, 2.034], [5.437, 4.561, 0.549], [5.140, 3.460, -1.646], [2.922, 2.659, -2.340], [1.086, 2.089, -3.930], [1.009, 3.463, -5.981], [-0.259, 5.582, -6.002], [-1.426, 6.341, -3.956], [-1.318, 4.972, -1.894], [0.020, 0.631, 5.131], [-0.208, -0.001, 3.536], [-0.304, -0.476, 2.465]]
}

---

No. 2
{
  "formula": "C33H33N8O5PdS",
  "method": "ωB97M-V with the def2-TZVPD basis set",
  "charge": 1,
  "e_above_lowest_ev": 0.176,
  "homo_lumo_gap_ev": 6.9,
  "e_homo_ev": -9.94,
  "e_lumo_ev": -2.99,
  "elements": ["Pd", "O", "C", "C", "C", "C", "N", "C", "C", "C", "C", "C", "C", "O", "C", "C", "N", "H", "H", "H", "H", "H", "H", "H", "H", "H", "H", "H", "H", "N", "C", "C", "C", "C", "C", "C", "S", "O", "O", "N", "C", "N", "C", "C", "C", "N", "H", "H", "H", "H", "H", "H", "H", "H", "H", "C", "N", "N", "C", "O", "C", "C", "C", "C", "C", "C", "C", "C", "C", "H", "H", "H", "H", "H", "H", "H", "H", "H", "H", "H", "H"],
  "coordinates": [[-1.066, -0.075, 0.279], [-7.857, -0.507, 1.135], [-7.295, 0.712, 0.702], [-5.806, 0.554, 0.592], [-5.004, 1.650, 0.292], [-3.639, 1.486, 0.194], [-3.064, 0.298, 0.378], [-3.822, -0.778, 0.655], [-5.197, -0.679, 0.775], [-3.066, -2.042, 0.807], [-3.649, -3.264, 1.071], [-2.853, -4.400, 1.177], [-3.494, -5.736, 1.463], [-4.634, -5.961, 0.658], [-1.487, -4.258, 1.009], [-0.957, -3.003, 0.751], [-1.730, -1.926, 0.651], [-8.814, -0.424, 1.164], [-7.511, 1.527, 1.401], [-7.683, 1.005, -0.280], [-5.433, 2.631, 0.136], [-2.962, 2.297, -0.036], [-5.805, -1.538, 1.008], [-4.720, -3.357, 1.179], [-3.854, -5.746, 2.493], [-2.754, -6.535, 1.366], [-4.355, -6.135, -0.247], [-0.824, -5.110, 1.073], [0.099, -2.831, 0.604], [5.604, -4.510, -2.405], [4.684, -3.538, -2.090], [5.103, -2.289, -1.614], [4.185, -1.297, -1.342], [2.832, -1.532, -1.545], [2.402, -2.761, -2.031], [3.316, -3.760, -2.294], [1.644, -0.278, -1.270], [2.335, 0.987, -1.188], [0.601, -0.424, -2.249], [0.892, -0.635, 0.155], [1.588, -0.652, 1.344], [0.827, -0.850, 2.435], [1.457, -0.857, 3.604], [2.826, -0.683, 3.720], [3.513, -0.511, 2.530], [2.915, -0.486, 1.347], [6.533, -4.421, -2.033], [5.277, -5.454, -2.508], [6.160, -2.103, -1.467], [4.503, -0.334, -0.971], [1.348, -2.921, -2.222], [2.983, -4.714, -2.686], [0.838, -1.014, 4.480], [3.325, -0.693, 4.677], [4.592, -0.385, 2.521], [2.720, 5.102, 0.053], [2.173, 3.772, 0.263], [0.957, 3.457, -0.311], [0.382, 2.462, 0.410], [-0.677, 1.886, -0.006], [1.178, 2.262, 1.560], [2.262, 3.084, 1.428], [3.405, 3.297, 2.355], [0.684, 3.760, -1.679], [1.608, 3.434, -2.660], [1.319, 3.744, -3.980], [0.113, 4.347, -4.310], [-0.807, 4.656, -3.318], [-0.519, 4.372, -1.993], [2.577, 5.381, -0.987], [3.787, 5.071, 0.259], [2.236, 5.838, 0.699], [0.989, 1.548, 2.342], [3.383, 2.543, 3.138], [3.353, 4.281, 2.825], [4.354, 3.222, 1.826], [2.517, 2.918, -2.387], [2.031, 3.493, -4.754], [-0.110, 4.577, -5.344], [-1.745, 5.129, -3.575], [-1.214, 4.624, -1.201]]
}

---

No. 3
{
  "formula": "C33H34AsNO5S7Y",
  "method": "ωB97M-V with the def2-TZVPD basis set",
  "charge": -1,
  "e_above_lowest_ev": 0.320,
  "homo_lumo_gap_ev": 6.2,
  "e_homo_ev": -4.10,
  "e_lumo_ev": 2.08,
  "elements": ["Y", "C", "C", "C", "C", "C", "C", "C", "C", "C", "H", "H", "H", "H", "H", "H", "H", "H", "H", "H", "H", "H", "S", "C", "S", "C", "C", "S", "S", "S", "O", "As", "C", "C", "C", "C", "C", "C", "C", "C", "C", "C", "C", "C", "C", "C", "C", "C", "C", "C", "H", "H", "H", "H", "H", "H", "H", "H", "H", "H", "H", "H", "H", "H", "H", "C", "N", "C", "C", "O", "H", "H", "H", "H", "H", "H", "H", "O", "S", "O", "O", "S"],
  "coordinates": [[1.263, -1.303, -0.902], [2.645, 3.124, -2.607], [3.028, 2.709, -1.210], [2.074, 2.612, -0.201], [2.417, 2.177, 1.076], [1.376, 2.042, 2.158], [3.737, 1.828, 1.331], [4.707, 1.903, 0.342], [6.105, 1.406, 0.599], [4.340, 2.360, -0.918], [1.660, 3.590, -2.627], [2.598, 2.246, -3.256], [3.373, 3.820, -3.028], [1.041, 2.869, -0.423], [1.706, 2.509, 3.089], [1.166, 0.988, 2.361], [0.440, 2.509, 1.855], [4.009, 1.453, 2.314], [6.388, 1.531, 1.646], [6.834, 1.929, -0.022], [6.165, 0.340, 0.362], [5.087, 2.398, -1.706], [-3.366, -0.833, -7.037], [-2.244, -0.900, -5.813], [-1.393, -2.316, -5.353], [-0.493, -1.674, -3.989], [-0.677, -0.358, -3.767], [0.010, 0.616, -2.488], [-1.748, 0.456, -4.890], [0.496, -2.803, -3.105], [-0.327, -0.350, 0.502], [-1.886, 0.176, 0.220], [-2.844, -0.384, 1.797], [-2.334, -1.464, 2.510], [-3.032, -1.957, 3.606], [-4.237, -1.378, 3.982], [-4.755, -0.312, 3.254], [-4.062, 0.180, 2.158], [-2.090, 2.085, 0.162], [-2.107, 2.800, -1.031], [-2.206, 4.183, -0.998], [-2.279, 4.852, 0.217], [-2.255, 4.137, 1.408], [-2.163, 2.753, 1.379], [-2.802, -0.737, -1.178], [-2.496, -2.083, -1.338], [-3.147, -2.813, -2.321], [-4.106, -2.205, -3.122], [-4.427, -0.866, -2.934], [-3.778, -0.129, -1.956], [-1.403, -1.917, 2.191], [-2.635, -2.799, 4.161], [-4.778, -1.763, 4.838], [-5.702, 0.134, 3.538], [-4.473, 1.005, 1.589], [-1.993, 2.284, -1.975], [-2.209, 4.738, -1.929], [-2.341, 5.933, 0.236], [-2.298, 4.652, 2.359], [-2.138, 2.199, 2.308], [-1.731, -2.560, -0.735], [-2.867, -3.845, -2.486], [-4.585, -2.765, -3.915], [-5.152, -0.384, -3.578], [-4.017, 0.918, -1.831], [1.544, -2.190, 2.870], [1.815, -3.454, 2.200], [2.996, -4.175, 2.642], [1.238, -3.788, 1.056], [0.381, -3.107, 0.461], [1.245, -2.386, 3.901], [0.755, -1.656, 2.346], [2.438, -1.567, 2.850], [3.887, -3.574, 2.446], [3.088, -5.108, 2.092], [2.925, -4.389, 3.709], [1.542, -4.765, 0.677], [5.204, -2.215, 0.250], [3.910, -1.956, -0.328], [3.080, -3.167, -0.597], [3.011, -1.130, 0.582], [3.850, -0.921, -2.035]]
}